Here is a structure of composition C3H4BrCl at a distorted geometry from the Open Molecules 2025 dataset. Energies are from the ωB97M-V functional and the def2-TZVPD basis.

Atoms and positions in Å:
C: -0.42832 -1.39998 0.56516
C: -0.87051 -0.18128 0.44378
C: 0.48203 1.25975 0.74492
Cl: 1.85725 0.84485 -0.25466
Br: -2.53016 0.42954 -0.11542
H: -1.15127 -2.16655 0.53955
H: 0.56504 -1.87389 0.66679
H: -0.16265 2.08114 0.48380
H: 0.69835 0.96163 1.76117

Atoms 1-6, force components in eV/Å:
C 0.1 -1.3 0.1
C 3.9 3.4 0.4
C -3.0 -4.4 -0.8
Cl -0.2 0.5 0.0
Br -0.3 -0.1 0.3
H -1.0 -1.0 -0.4

Results
2S+1: 1
Orbital gap, Eh: 0.3722

***

Here is a cluster of 3 separate species, C15H15N3 in total at a distorted geometry from the Open Molecules 2025 dataset. Energies are from the ωB97M-V functional and the def2-TZVPD basis.

Atoms and positions in Å:
N: 0.97983 -2.88156 0.31203
C: 0.82079 -2.30370 -0.96205
C: -0.18183 -2.64721 -1.86040
C: -1.18307 -3.50555 -1.42954
C: -1.06056 -4.12250 -0.22219
C: 0.04887 -3.86558 0.61597
H: 1.46115 -1.50702 -1.31080
H: -0.35210 -1.99790 -2.70646
H: -2.01198 -3.65033 -2.10654
H: -1.88747 -4.70221 0.16064
H: 0.28128 -4.26446 1.59233
N: -2.51433 0.81364 -0.02859
C: -1.45705 0.71770 -0.84702
C: -0.73040 1.83011 -1.37352
C: -1.17416 3.11861 -1.01840
C: -2.31605 3.26888 -0.30834
C: -2.88217 2.08446 0.31989
H: -1.08603 -0.21920 -1.23557
H: 0.17454 1.67080 -1.94107
H: -0.77207 4.04765 -1.39470
H: -2.65307 4.27036 -0.08509
H: -3.70362 2.20513 1.01059
N: 2.31281 2.55366 0.92588
C: 3.24498 1.60635 0.86074
C: 3.05114 0.19549 1.21967
C: 1.77266 -0.01664 1.61538
C: 0.82494 0.93399 1.83577
C: 1.10076 2.21986 1.36647
H: 4.19176 2.01110 0.53487
H: 3.79397 -0.58554 1.15194
H: 1.71745 -1.03146 1.98073
H: -0.18388 0.76680 2.18326
H: 0.37292 2.98619 1.14423

Atoms 1-6, force components in eV/Å:
N -1.5 -0.4 -2.7
C -0.4 -1.3 1.6
C -0.1 0.8 1.3
C 0.4 0.3 -1.1
C 0.3 -0.4 1.7
C 1.3 2.6 -1.3

Results
2S+1: 2
Net charge: +1
⟨S²⟩: 0.76
Orbital gap (alpha / beta), Eh: 0.3022 / 0.1399

***

Here is a structure of composition C38H42N4O2OsPSe2 from the Open Molecules 2025 dataset. Energies are from the ωB97M-V functional and the def2-TZVPD basis.

Atoms and positions in Å:
Os: 0.01026 0.00522 0.31130
N: 3.10927 -0.04903 0.20442
P: 2.00975 -0.87723 1.20841
C: 2.32592 -2.64116 0.95964
C: 1.35877 -3.44600 0.36868
C: 1.62642 -4.78564 0.11854
C: 2.85981 -5.31959 0.45565
C: 3.83194 -4.51896 1.04885
C: 3.56440 -3.18614 1.30520
C: 2.61934 -0.54814 2.86897
C: 3.29725 0.62961 3.17520
C: 3.65013 0.89833 4.49125
C: 3.31346 0.00430 5.49975
C: 2.62582 -1.16516 5.19645
C: 2.27850 -1.44541 3.88332
C: 2.75635 0.13015 -1.12829
C: 3.74254 0.36847 -2.08626
C: 3.36755 0.56738 -3.39585
C: 2.01708 0.52372 -3.72678
C: 1.10691 0.28783 -2.72568
N: 1.44775 0.08756 -1.43904
H: 4.10506 -0.11914 0.36636
H: 0.39490 -3.02436 0.10320
H: 0.86903 -5.40944 -0.33767
H: 3.06846 -6.36321 0.26007
H: 4.79288 -4.93892 1.31552
H: 4.31772 -2.57125 1.78652
H: 3.52967 1.34169 2.39187
H: 4.19268 1.80488 4.72753
H: 3.59583 0.21341 6.52387
H: 2.36868 -1.86476 5.98169
H: 1.74563 -2.35874 3.64667
H: 4.78244 0.39775 -1.78914
H: 4.11837 0.75497 -4.15212
H: 1.67178 0.67902 -4.73824
H: 0.05088 0.28078 -2.93484
O: -2.84180 3.13808 0.49899
C: -2.70862 4.40448 -0.13476
C: -1.23756 4.73867 -0.40383
C: -1.15643 6.28109 -0.38171
O: 0.03968 6.81268 -0.91459
C: -0.33028 4.23235 0.72573
Se: 0.57432 2.46245 0.70440
C: -0.77388 4.26890 -1.79318
Se: -1.46118 2.55219 -2.39325
H: -3.43669 2.58881 -0.02053
H: -3.15787 5.16970 0.50711
H: -3.24302 4.41345 -1.08618
H: -1.33605 6.64084 0.63872
H: -1.95807 6.67259 -1.01244
H: 0.76286 6.68726 -0.29381
H: -0.84115 4.34319 1.68351
H: 0.56077 4.86061 0.76310
H: 0.31007 4.28221 -1.86660
H: -1.15615 4.96354 -2.54743
C: -2.34027 2.02801 3.23715
N: -1.27611 1.73493 4.24609
C: -0.54289 2.96907 4.63147
C: -0.29124 0.69225 3.74907
C: -0.98729 -0.54988 3.27989
C: -1.62199 -1.30620 4.26991
C: -2.29159 -2.47501 3.96833
C: -2.31344 -2.89315 2.64403
C: -1.69554 -2.13592 1.66467
C: -1.00937 -0.93181 1.92358
H: -2.94616 2.85739 3.59377
H: -2.95397 1.14031 3.11119
H: -1.86626 2.27877 2.29104
H: -1.73300 1.35375 5.07346
H: -0.07362 3.36594 3.73307
H: 0.22186 2.71445 5.36190
H: -1.23953 3.69185 5.04846
H: 0.38510 0.50069 4.58321
H: 0.24783 1.18277 2.94710
H: -1.56236 -0.98596 5.30866
H: -2.77202 -3.05455 4.74531
H: -2.81979 -3.81049 2.37086
H: -1.76192 -2.49279 0.64389
N: -6.56039 -0.88971 -3.21061
C: -5.55235 -0.77132 -2.67131
C: -4.29581 -0.61803 -1.99035
C: -4.24814 0.01723 -0.74836
C: -3.03700 0.16090 -0.09812
C: -1.82687 -0.27306 -0.66171
C: -1.92023 -0.95041 -1.88568
C: -3.12603 -1.12405 -2.54873
H: -5.16740 0.37177 -0.29849
H: -3.02465 0.63122 0.87887
H: -1.03386 -1.38365 -2.33455
H: -3.16790 -1.64817 -3.49496

Atoms 1-6, force components in eV/Å:
Os -0.4 0.1 0.7
N 0.2 -0.1 -0.1
P 0.0 0.0 -0.3
C 0.0 0.0 0.1
C 0.0 0.0 -0.1
C 0.0 0.0 0.0

Results
2S+1: 5
Net charge: +1
⟨S²⟩: 6.02
Orbital gap (alpha / beta), Eh: 0.2754 / 0.2346

***

Here is an isolated molecule of C2H3BrFI at a distorted geometry from the Open Molecules 2025 dataset. Energies are from the ωB97M-V functional and the def2-TZVPD basis.

Atoms and positions in Å:
C: 0.61073 0.18925 -0.13397
C: -0.79986 -0.16075 0.22653
F: -1.35428 0.81680 0.92573
Br: -0.61592 -1.72902 1.40318
I: 1.04766 1.03309 -2.06889
H: 0.89872 1.06548 0.43521
H: 1.46733 -0.81757 -0.11076
H: -1.25438 -0.39727 -0.67703

Atoms 1-6, force components in eV/Å:
C 3.9 -2.0 -0.4
C 2.5 -1.1 0.6
F -0.9 0.9 0.2
Br -0.6 0.0 -0.1
I -0.5 -0.1 -0.3
H 0.5 -0.5 0.7

Results
2S+1: 1
Orbital gap, Eh: 0.3626
SMILES string: F[C@H](Br)CI

***

Here is a cluster of 2 separate species, C2H4FNO in total at a distorted geometry from the Open Molecules 2025 dataset. Energies are from the ωB97M-V functional and the def2-TZVPD basis.

Atoms and positions in Å:
C: -0.47792 1.60961 0.24582
C: 0.70730 -0.96050 -0.30385
N: -0.61196 -0.42596 -0.63569
O: 0.58167 1.74266 0.69091
F: -1.62098 -0.85515 0.27890
H: -1.38365 2.20596 0.47363
H: 1.29811 -0.07682 -0.00815
H: 0.53035 -1.72699 0.59691
H: 0.97708 -1.51279 -1.33848

Atoms 1-6, force components in eV/Å:
C -0.2 -2.7 -0.5
C -1.9 -2.2 0.0
N -0.7 2.8 0.1
O 0.7 0.6 0.2
F 0.7 -0.3 0.2
H -0.1 -0.3 -0.5

Results
2S+1: 1
Orbital gap (alpha / beta), Eh: 0.3127 / 0.3317

***

Repeat the fourth record exactly.
Here is an isolated molecule of C2H3BrFI at a distorted geometry from the Open Molecules 2025 dataset. Energies are from the ωB97M-V functional and the def2-TZVPD basis.

Atoms and positions in Å:
C: 0.61073 0.18925 -0.13397
C: -0.79986 -0.16075 0.22653
F: -1.35428 0.81680 0.92573
Br: -0.61592 -1.72902 1.40318
I: 1.04766 1.03309 -2.06889
H: 0.89872 1.06548 0.43521
H: 1.46733 -0.81757 -0.11076
H: -1.25438 -0.39727 -0.67703

Atoms 1-6, force components in eV/Å:
C 3.9 -2.0 -0.4
C 2.5 -1.1 0.6
F -0.9 0.9 0.2
Br -0.6 0.0 -0.1
I -0.5 -0.1 -0.3
H 0.5 -0.5 0.7

Results
2S+1: 1
Orbital gap, Eh: 0.3626
SMILES string: F[C@H](Br)CI

***

> Which formula does entry 2 have?

C15H15N3